DFT (ωB97M-V with the def2-TZVPD basis set) results for a molecular structure, C19H28F6IrNOSbSe5SiTe.

Its expectation value of S² is 6.04. As for the LUMO energy (alpha / beta): -3.76 / -5.92 eV.

Geometry as ORCA input:
```
! wB97M-V def2-TZVPD RIJCOSX def2/J DEFGRID3
* xyz 1 5
Ir 0.417 0.052 0.823
C 2.111 3.108 0.248
Si 0.494 2.948 -0.753
C -1.025 3.772 0.089
C 0.789 3.621 -2.508
N 0.125 1.192 -0.733
C -0.453 0.600 -1.816
C -1.271 1.295 -2.721
C -1.807 0.675 -3.826
C -1.538 -0.665 -4.082
C -0.744 -1.386 -3.206
C -0.228 -0.779 -2.076
O 0.561 -1.413 -1.164
C 0.748 -2.792 -1.281
C 1.948 -3.266 -1.785
C 2.158 -4.631 -1.841
C 1.193 -5.508 -1.374
C -0.002 -5.022 -0.869
C -0.238 -3.660 -0.834
H 2.141 4.032 0.814
H 2.964 3.118 -0.426
H 2.243 2.279 0.941
H -0.761 4.734 0.512
H -1.418 3.150 0.887
H -1.835 3.947 -0.616
H 1.581 4.363 -2.494
H -0.091 4.106 -2.916
H 1.089 2.828 -3.189
H -1.495 2.327 -2.516
H -2.441 1.238 -4.494
H -1.950 -1.148 -4.955
H -0.520 -2.425 -3.391
H 2.688 -2.565 -2.144
H 3.082 -5.014 -2.244
H 1.369 -6.572 -1.393
H -0.751 -5.698 -0.489
H -1.167 -3.267 -0.445
Se 2.827 -0.958 1.236
Se 4.560 0.442 1.081
Te 5.132 0.707 -1.426
Se 3.080 0.590 -2.632
C 0.191 3.423 3.487
Se 0.418 1.495 3.279
C -1.396 0.897 3.781
C -2.416 0.868 2.661
Se -2.045 -0.460 1.243
C -3.245 0.288 -0.099
H 0.135 3.644 4.550
H -0.696 3.782 2.976
H 1.074 3.896 3.070
H -1.728 1.590 4.558
H -1.268 -0.090 4.230
H -2.513 1.844 2.179
H -3.384 0.586 3.084
H -4.263 0.235 0.290
H -3.174 -0.331 -0.991
H -2.983 1.312 -0.352
F 0.424 -1.217 2.691
Sb 0.556 -3.194 3.222
F -1.057 -3.219 2.191
F 1.502 -3.463 1.590
F 0.576 -5.001 3.640
F 2.182 -2.648 4.027
F -0.452 -2.591 4.702
*
```



DFT (ωB97M-V with the def2-TZVPD basis set) results for a molecular structure, C19H28IO2Rh.

Its expectation value of S² is 6.03. As for the LUMO energy (alpha / beta): 0.72 / -2.00 eV.

Geometry as ORCA input:
```
! wB97M-V def2-TZVPD RIJCOSX def2/J DEFGRID3
* xyz 0 5
O 0.254 -1.165 -0.469
C 0.644 -1.877 -1.653
C 2.076 -2.080 -1.140
H 0.550 -1.265 -2.548
H -0.062 -2.694 -1.797
C 1.632 -1.109 0.037
H 2.980 -1.614 -1.537
H 2.342 -3.109 -0.897
C 2.101 0.299 -0.061
H 1.607 0.834 -0.864
H 3.171 0.284 -0.240
H 1.944 0.932 0.811
C 2.122 -1.652 1.367
H 1.948 -2.720 1.484
H 1.840 -1.143 2.297
H 3.221 -1.568 1.340
Rh -1.421 1.094 1.913
C -2.833 -1.055 3.183
C -3.814 -1.661 2.369
C -3.165 -2.187 1.196
H -4.847 -1.830 2.620
C -1.784 -2.094 1.387
C -1.526 -1.283 2.572
H -0.564 -1.291 3.075
H -3.006 -0.573 4.138
H -3.668 -2.564 0.315
H -1.036 -2.642 0.822
C -1.797 2.033 3.646
C -0.620 1.205 3.737
C 0.319 1.664 2.760
H -0.482 0.394 4.437
C -0.293 2.735 2.010
C -1.603 2.967 2.561
H -2.314 3.718 2.217
H -2.642 2.010 4.316
H 1.338 1.292 2.596
H 0.144 3.278 1.175
O 0.566 1.264 -2.238
C 1.832 0.884 -2.915
C 1.684 0.906 -4.434
H 2.081 -0.192 -2.782
H 2.683 1.435 -2.464
C 0.152 1.073 -4.652
H 2.025 -0.085 -4.789
H 2.321 1.677 -4.886
C -0.486 1.283 -3.233
H -0.254 0.165 -5.128
H -0.104 1.951 -5.275
H -1.258 0.529 -2.955
H -0.968 2.276 -3.179
I -3.028 1.272 -0.246
*
```



DFT (ωB97M-V with the def2-TZVPD basis set) results for a single C19H28N2O3 molecule.

As for the SMILES: CC[C@@H](C)[C@H](NC(=O)N1CCC(Cc2ccccc2)CC1)C(=O)O. As for the LUMO energy: 0.62 eV.

Geometry as ORCA input:
```
! wB97M-V def2-TZVPD RIJCOSX def2/J DEFGRID3
* xyz 0 1
C 4.379 0.592 1.701
C 4.955 -0.372 0.669
C 4.265 -0.319 -0.700
C 4.963 -1.266 -1.674
C 2.748 -0.629 -0.651
N 1.965 0.550 -0.361
C 0.928 0.865 -1.214
O 0.823 0.347 -2.312
N 0.096 1.866 -0.798
C -1.171 2.020 -1.491
C -2.345 1.750 -0.536
C -1.907 0.775 0.558
C -3.090 0.310 1.421
C -4.071 -0.500 0.624
C -5.281 0.040 0.211
C -6.167 -0.705 -0.549
C -5.850 -2.003 -0.909
C -4.646 -2.552 -0.502
C -3.764 -1.806 0.258
C -0.827 1.437 1.430
C 0.038 2.364 0.558
C 2.392 -1.716 0.342
O 1.705 -1.537 1.317
O 2.898 -2.909 0.031
H 5.039 0.651 2.564
H 4.278 1.588 1.277
H 3.406 0.257 2.051
H 4.915 -1.392 1.060
H 6.009 -0.128 0.514
H 4.343 0.703 -1.085
H 4.846 -2.297 -1.351
H 6.025 -1.037 -1.726
H 4.540 -1.165 -2.670
H 2.436 -0.967 -1.649
H 1.815 0.700 0.624
H -1.235 3.032 -1.907
H -1.166 1.307 -2.318
H -3.181 1.331 -1.098
H -2.686 2.678 -0.073
H -1.475 -0.105 0.068
H -3.588 1.184 1.847
H -2.699 -0.295 2.243
H -5.535 1.054 0.490
H -7.105 -0.270 -0.861
H -6.539 -2.585 -1.502
H -4.394 -3.566 -0.778
H -2.827 -2.240 0.577
H -0.217 0.661 1.896
H -1.292 2.021 2.226
H -0.419 3.357 0.502
H 1.040 2.498 0.968
H 2.631 -3.573 0.687
*
```



| no. | M (Da) | maximum force (eV Å⁻¹) | E (a.u.) |
| --- | --- | --- | --- |
| 1 | 1264.89 | 1.41 | -14379.14103 |
| 2 | 518.24 | 12.72 | -1299.16227 |
| 3 | 332.44 | 0.66 | -1076.09658 |